Formula: H32O16
Source: the OMol25 dataset
Level of theory: the ωB97M-V functional and the def2-TZVPD basis

Geometry (Å):
O (-1.0155, 1.5238, 2.6404)
H (-1.3123, 1.9827, 3.3998)
H (-1.3552, 2.0117, 1.9018)
O (0.9451, -2.7060, 0.3346)
H (0.3312, -2.8073, 1.0769)
H (1.8228, -2.9748, 0.6789)
O (0.9061, 1.7993, 0.4901)
H (1.4022, 2.2879, -0.1653)
H (1.4276, 1.8957, 1.2692)
O (-3.1681, -0.7436, -1.9688)
H (-2.6656, -1.5026, -2.2808)
H (-2.6004, -0.3373, -1.3237)
O (-0.8454, 1.7967, -2.0500)
H (-1.3146, 1.5308, -2.8217)
H (-0.8603, 2.7616, -2.1397)
O (-1.0458, 3.7570, 0.5482)
H (-0.3718, 3.0664, 0.3742)
H (-0.4640, 4.4911, 0.8381)
O (2.7078, -0.4124, -1.1530)
H (1.9661, 0.0760, -1.4757)
H (3.4575, 0.1758, -1.3751)
O (-0.6172, -3.2146, 2.3758)
H (0.2013, -3.5595, 2.7460)
H (-0.7689, -2.3924, 2.7745)
O (0.9839, -0.4675, 2.8636)
H (0.3282, 0.1825, 2.7347)
H (0.7238, -0.8772, 3.6944)
O (3.2186, -0.8993, 1.4441)
H (3.0402, -0.8674, 0.5061)
H (2.3651, -0.7731, 1.8632)
O (-2.9063, 1.8480, -0.2380)
H (-2.0349, 1.7614, -0.6462)
H (-3.1166, 2.7867, -0.2987)
O (-3.1379, -0.4371, 1.3905)
H (-2.2329, -0.4710, 1.1291)
H (-3.3858, 0.4790, 1.1562)
O (2.3702, -3.2240, -2.0287)
H (2.1946, -2.5484, -2.6602)
H (1.9532, -2.7895, -1.2432)
O (1.6182, 1.2868, -2.9300)
H (2.0497, 2.1270, -2.9906)
H (0.7578, 1.4755, -2.5966)
O (-0.4716, -0.4824, -0.0518)
H (0.0123, 0.3752, -0.1917)
H (0.2199, -1.0097, 0.3207)
O (-0.4213, -1.8290, -2.3164)
H (-0.4502, -1.3854, -1.4352)
H (-0.4411, -2.7672, -2.1697)

## Properties
largest force on an atom	2.44	eV/A
energy relative to the best compared isomer or geometry (same formula, charge and spin)	4.789	eV
gap between HOMO and LUMO	9.124	eV
DFT total energy	-1223.022795	Ha
HOMO energy	-9.9724	eV

Formula: H34O17
Source: the OMol25 dataset
Level of theory: the ωB97M-V functional and the def2-TZVPD basis

Geometry (Å):
O (20.1490, 10.9280, -5.9330)
H (20.0290, 10.5130, -6.7840)
H (20.2160, 11.8520, -6.2330)
O (19.1350, 12.4990, -3.6170)
H (19.3780, 12.1110, -4.4490)
H (18.4010, 12.0300, -3.2460)
O (20.5710, 12.8070, -1.2270)
H (20.5220, 12.4860, -2.1630)
H (21.0900, 12.1360, -0.7310)
O (17.4090, 14.2080, -0.9850)
H (18.1710, 14.5630, -1.4830)
H (17.6940, 13.4830, -0.4520)
O (23.0260, 17.2350, -2.3580)
H (22.2830, 17.8370, -2.5380)
H (22.5230, 16.5230, -1.9820)
O (19.2320, 15.5730, -2.5060)
H (18.8970, 15.9450, -3.3240)
H (19.4890, 16.3770, -2.0370)
O (21.8900, 11.2760, -3.6100)
H (21.5100, 10.5320, -4.0420)
H (22.6760, 10.8310, -3.2700)
O (22.1080, 17.0490, -4.8910)
H (22.8600, 17.0950, -4.3310)
H (21.7510, 16.2120, -4.6500)
O (21.7540, 15.1460, -0.9070)
H (21.2080, 15.7430, -0.3850)
H (21.2330, 14.3360, -0.8950)
O (20.8320, 13.3950, -6.6560)
H (21.7010, 13.8490, -6.6260)
H (20.5250, 13.4600, -7.5530)
O (19.7380, 16.0780, -6.7670)
H (20.1800, 15.2420, -6.6430)
H (19.1790, 16.0050, -7.5850)
O (21.0550, 14.4390, -3.9570)
H (20.5290, 14.9000, -3.3010)
H (20.6630, 13.5770, -4.0590)
O (23.1570, 11.8240, -5.9500)
H (22.5430, 11.6550, -5.2240)
H (22.7730, 12.0710, -6.7910)
O (18.7390, 16.9730, -4.4940)
H (18.9360, 16.7680, -5.3980)
H (18.4240, 17.8630, -4.4060)
O (20.4510, 18.1680, -2.4760)
H (20.0670, 17.7700, -3.2430)
H (20.4990, 19.1080, -2.7550)
O (23.6120, 13.8540, -3.1370)
H (22.6830, 14.0490, -3.0320)
H (23.6320, 12.9760, -3.4700)
O (17.9230, 14.1890, -5.1610)
H (18.6640, 14.5780, -5.7020)
H (18.3310, 13.8150, -4.3420)

## Properties
largest force on an atom	2.12	eV/A
energy relative to the best compared isomer or geometry (same formula, charge and spin)	1.998	eV
gap between HOMO and LUMO	9.130	eV
DFT total energy	-1299.456518	Ha
HOMO energy	-9.7655	eV

Formula: H34O21STl
Source: the OMol25 dataset
Level of theory: the ωB97M-V functional and the def2-TZVPD basis

Geometry (Å):
Tl (-1.7033, 0.9770, 2.3294)
S (0.1397, -0.2000, -0.2696)
O (0.5827, -1.5270, 0.1044)
O (-0.7173, 0.2780, 0.8114)
O (1.3097, 0.6260, -0.3686)
O (-0.6443, -0.2270, -1.4906)
O (0.2937, -2.2410, -3.0396)
H (-0.1063, -1.5230, -2.5976)
H (-0.2443, -2.9990, -2.9036)
O (-3.1683, -0.6660, 0.5464)
H (-4.1303, -0.6310, 0.5864)
H (-3.0683, -1.5020, 1.0014)
O (-2.7773, 1.2470, -1.6596)
H (-1.9373, 0.7700, -1.6686)
H (-3.2103, 1.3090, -2.5316)
O (-0.2893, 1.0250, -3.6796)
H (-0.5333, 0.6250, -2.7876)
H (0.6007, 1.2660, -3.5886)
O (0.3997, -2.1500, 2.6044)
H (0.4637, -3.0960, 2.7214)
H (0.3717, -1.9790, 1.6884)
O (2.1107, 1.9060, -2.6136)
H (2.9697, 1.5380, -2.6856)
H (1.8337, 1.4310, -1.7516)
O (1.9667, 2.9060, 0.6314)
H (2.0747, 3.4050, -0.1806)
H (1.8167, 1.9810, 0.3374)
O (0.4127, 0.6320, 3.1654)
H (0.3777, 0.4710, 4.1244)
H (1.1967, 0.2110, 2.8074)
O (-1.9103, -0.9490, 3.1974)
H (-1.0673, -1.4040, 3.2714)
H (-2.6243, -1.4580, 3.6434)
O (-2.5513, -2.2540, -1.7676)
H (-1.7653, -1.7910, -1.5036)
H (-3.1753, -1.7540, -1.3026)
O (-0.4293, 2.9450, 1.9624)
H (-0.6873, 3.7780, 2.3604)
H (0.4307, 2.9500, 1.5634)
O (2.4667, -3.1590, 0.3144)
H (3.0717, -3.2340, -0.4816)
H (1.7477, -2.5600, 0.1334)
O (-2.7783, 2.2170, 0.8084)
H (-2.8353, 2.0040, -0.1636)
H (-3.2493, 3.0680, 0.8504)
O (3.8327, 0.2780, -0.3746)
H (2.8577, 0.2840, -0.5306)
H (4.2067, 0.5380, -1.2156)
O (-0.3633, 3.1360, -1.4396)
H (0.3277, 3.5210, -1.9606)
H (-0.6673, 2.4470, -2.0546)
O (-0.5953, -3.6940, -0.4056)
H (-0.0463, -4.2820, -0.9936)
H (-0.0303, -2.9170, -0.2536)
O (2.8507, -0.3220, 2.3594)
H (2.8377, -0.8240, 1.5624)
H (3.7567, -0.4260, 2.7754)

## Properties
largest force on an atom	3.65	eV/A
energy relative to the best compared isomer or geometry (same formula, charge and spin)	0.000	eV
gap between HOMO and LUMO	4.491	eV
net charge	+1
DFT total energy	-2170.733042	Ha
HOMO energy	-12.3501	eV

Formula: H35O17
Source: the OMol25 dataset
Level of theory: the ωB97M-V functional and the def2-TZVPD basis

Geometry (Å):
O (0.1906, -2.5604, -0.5214)
H (-1.4053, -1.4704, 4.2473)
H (0.6142, -2.0998, -1.2521)
O (-0.9776, 2.3954, 3.5255)
H (0.9257, 0.4559, -2.4239)
H (2.1849, 2.2491, 2.8198)
O (-2.1329, 0.5533, -1.7301)
H (-1.2611, 0.4149, -2.1561)
H (1.9425, 3.2720, -4.0486)
O (-2.2446, 0.6388, 2.2383)
H (-1.8372, 0.8029, 1.3662)
H (2.1859, 1.0668, -4.1602)
O (1.3260, 2.5682, -3.8078)
H (1.1395, -4.9821, 2.2148)
O (2.2477, -0.3080, -0.3972)
H (1.6451, -0.8691, 0.1102)
H (-3.4431, -2.7765, 1.1147)
O (0.2463, 1.5834, -0.7540)
H (3.0031, -0.9112, -0.4487)
H (-0.5830, -3.0124, -4.3991)
O (1.3618, -4.4783, 1.4307)
H (-0.1084, -3.4575, -0.6591)
H (1.1697, -3.5749, 1.6793)
O (0.3150, -0.2761, -2.4791)
H (1.9201, 3.6508, 3.0123)
H (0.0219, -0.3441, -3.3952)
O (-3.0670, -2.0975, 0.5589)
H (-0.1778, -0.4013, 2.3334)
H (-2.7191, -2.4802, -0.2514)
O (-2.9692, 2.2777, 0.2298)
H (4.2058, 1.2483, 1.7010)
H (-1.6404, -1.9959, 2.8665)
O (-0.5933, -2.8198, -3.4613)
H (-3.7726, 2.5439, 0.6811)
H (-0.9084, -1.9455, -3.2339)
O (3.4036, 1.5894, 1.2760)
H (2.9783, 0.7124, 1.1434)
H (1.0980, 1.5156, -0.2963)
O (-2.0825, -1.4648, 3.5557)
H (0.4162, 2.3926, -1.2548)
H (-0.8798, 3.0193, 4.2485)
O (2.3971, 0.2661, -4.6711)
H (-2.0109, 0.2354, -0.8403)
H (-0.6970, 2.8824, 2.7449)
O (1.4063, 2.8423, 2.8650)
H (-2.2598, -0.3288, 2.6656)
H (-1.7250, 1.2073, 2.8989)
O (0.2849, -1.1773, 2.0353)
H (0.1293, -1.5829, 1.1812)
H (0.6112, 2.7158, -4.4245)
H (-3.1725, 2.1245, -0.7014)
H (3.2981, 0.1898, -4.9768)

## Properties
largest force on an atom	2.10	eV/A
energy relative to the best compared isomer or geometry (same formula, charge and spin)	2.887	eV
gap between HOMO and LUMO	10.531	eV
net charge	+1
DFT total energy	-1299.802833	Ha
HOMO energy	-13.1781	eV

Formula: H35O17
Source: the OMol25 dataset
Level of theory: the ωB97M-V functional and the def2-TZVPD basis

Geometry (Å):
O (2.5323, -0.5186, -1.6782)
H (2.2645, -1.5790, -1.4675)
H (3.2451, -0.2554, -1.0898)
O (3.3352, 1.9839, -1.6334)
H (1.9561, -1.0436, 1.5542)
H (4.2225, 2.1826, -1.1099)
O (-1.8567, 0.0464, -0.3225)
H (-1.9411, -0.2882, -1.2456)
H (-2.1441, 1.0496, -0.3599)
O (-2.9612, 2.2351, 0.6139)
H (-1.9602, 2.2931, 0.8329)
H (-0.3775, 4.2550, -2.1178)
O (-0.9450, -2.9601, -1.5804)
H (-2.2227, 0.0002, -4.8057)
O (0.7731, 3.0659, 1.7015)
H (1.1866, 3.0340, 2.5923)
H (0.3529, 3.9128, 1.6242)
O (3.9851, 1.1417, 2.3253)
H (3.5756, 0.2908, 2.3005)
H (4.8679, 1.1743, 2.3471)
O (-2.6884, -0.3813, -4.0408)
H (-0.6078, -3.8369, -1.0873)
H (-3.3299, -0.9242, -4.3026)
O (-3.6994, 0.7717, 2.8541)
H (-0.1656, -0.0619, -0.0680)
H (-4.5271, 1.1566, 3.0871)
O (-1.0831, -0.0253, 2.5902)
H (-1.7376, 0.3191, 2.0698)
H (-0.8291, 0.8373, 2.9793)
O (-1.4909, -3.0626, 2.9737)
H (-1.3640, -3.4256, 3.8492)
H (-1.5952, -2.2552, 2.6005)
O (1.8665, -0.1417, 1.3667)
H (0.0065, -1.4988, -0.9387)
H (1.1698, 0.0473, 2.2115)
O (0.4478, 1.4034, -3.9936)
H (-0.2103, 1.0657, -3.3806)
H (1.3321, 1.2854, -3.6103)
O (2.0070, -2.8385, -1.2219)
H (1.1143, -2.8125, -1.5547)
H (1.6238, -0.2687, -1.0715)
O (-0.5770, 3.4150, -1.7107)
H (-0.0990, 2.8155, -2.2813)
H (2.7403, 2.6557, -1.1952)
O (0.4570, -0.7899, -0.4918)
H (-3.3745, 3.1195, 0.8277)
H (1.6708, -3.1969, -0.2856)
O (0.4901, -3.5044, 1.2929)
H (0.2583, -4.2009, 1.8217)
H (-0.1240, -2.6921, 1.6229)
H (-1.8702, -3.0449, -1.5678)
H (-3.6995, 0.0497, 2.1739)

## Properties
largest force on an atom	6.23	eV/A
energy relative to the best compared isomer or geometry (same formula, charge and spin)	6.237	eV
gap between HOMO and LUMO	10.902	eV
net charge	+1
DFT total energy	-1299.679726	Ha
HOMO energy	-13.5882	eV